Record 1
{"formula": "C50H99IN8O10", "method": "ωB97M-V/def2-TZVPD", "total_charge": 0, "smiles": "C#CCCCc1c(CCCCCCCCC)c2c(c(I)c1N(C(C)=O)C(C)=O)C(=O)NC2=O.COC[C@@H](C)N.COC[C@@H](C)N.COC[C@@H](C)N.COC[C@@H](C)N.COC[C@@H](C)N.COC[C@@H](C)N", "orbital_gap_ev": 8.510, "symbols": ["C", "C", "C", "C", "C", "C", "C", "C", "C", "C", "C", "C", "C", "C", "C", "C", "C", "C", "C", "I", "C", "N", "C", "C", "O", "C", "C", "O", "C", "O", "N", "C", "O", "H", "H", "H", "H", "H", "H", "H", "H", "H", "H", "H", "H", "H", "H", "H", "H", "H", "H", "H", "H", "H", "H", "H", "H", "H", "H", "H", "H", "H", "H", "H", "H", "H", "C", "C", "C", "O", "C", "N", "H", "H", "H", "H", "H", "H", "H", "H", "H", "H", "H", "C", "C", "C", "O", "C", "N", "H", "H", "H", "H", "H", "H", "H", "H", "H", "H", "H", "C", "C", "C", "O", "C", "N", "H", "H", "H", "H", "H", "H", "H", "H", "H", "H", "H", "C", "C", "C", "O", "C", "N", "H", "H", "H", "H", "H", "H", "H", "H", "H", "H", "H", "C", "C", "C", "O", "C", "N", "H", "H", "H", "H", "H", "H", "H", "H", "H", "H", "H", "C", "C", "C", "O", "C", "N", "H", "H", "H", "H", "H", "H", "H", "H", "H", "H", "H"], "coordinates": [[-3.917, -2.678, 0.672], [-3.441, -1.569, 0.651], [-2.769, -0.231, 0.388], [-3.133, 0.193, -1.076], [-4.661, 0.533, -1.143], [-4.986, 1.551, -2.256], [-4.997, 1.097, -3.610], [-4.707, -0.374, -3.976], [-5.987, -1.208, -3.561], [-6.906, -1.550, -4.769], [-8.359, -1.965, -4.391], [-8.489, -2.822, -3.086], [-9.336, -4.143, -3.295], [-8.582, -5.326, -2.579], [-7.244, -5.722, -3.329], [-5.950, -5.332, -2.515], [-5.278, 2.003, -4.646], [-5.578, 3.342, -4.248], [-5.584, 3.820, -2.950], [-6.058, 5.850, -2.568], [-5.259, 2.906, -1.903], [-5.169, 3.206, -0.494], [-6.465, 3.361, 0.154], [-6.579, 2.718, 1.567], [-7.424, 3.907, -0.311], [-4.216, 4.249, -0.180], [-4.657, 5.427, 0.713], [-3.119, 4.157, -0.668], [-5.837, 4.044, -5.583], [-6.366, 5.082, -5.863], [-5.328, 3.187, -6.609], [-5.323, 1.833, -6.168], [-5.316, 0.850, -6.851], [-4.359, -3.657, 0.768], [-3.172, 0.469, 1.142], [-1.671, -0.345, 0.444], [-2.528, 1.074, -1.341], [-2.971, -0.687, -1.717], [-5.283, -0.372, -1.292], [-4.963, 0.928, -0.154], [-3.796, -0.740, -3.474], [-4.616, -0.478, -5.074], [-5.714, -2.148, -3.043], [-6.589, -0.591, -2.859], [-6.987, -0.617, -5.375], [-6.377, -2.275, -5.419], [-8.731, -2.603, -5.222], [-9.038, -1.097, -4.330], [-7.529, -3.151, -2.657], [-9.019, -2.217, -2.320], [-10.334, -4.073, -2.829], [-9.372, -4.415, -4.370], [-8.270, -4.929, -1.588], [-9.248, -6.194, -2.420], [-7.255, -5.129, -4.269], [-7.274, -6.809, -3.513], [-5.571, -6.245, -2.026], [-6.188, -4.552, -1.764], [-5.213, -4.879, -3.203], [-7.570, 2.873, 2.009], [-5.759, 3.169, 2.169], [-6.299, 1.651, 1.457], [-5.630, 5.855, 0.425], [-3.887, 6.217, 0.656], [-4.725, 5.082, 1.763], [-5.818, 3.232, -7.501], [0.736, 8.163, -0.121], [-0.041, 6.934, 0.343], [0.845, 5.696, 0.569], [1.252, 5.037, -0.619], [2.373, 5.614, -1.263], [-1.119, 6.665, -0.614], [1.018, 8.105, -1.172], [0.125, 9.061, -0.006], [1.644, 8.302, 0.471], [-0.497, 7.187, 1.306], [0.256, 4.959, 1.122], [1.715, 5.934, 1.195], [3.089, 6.029, -0.547], [2.055, 6.385, -1.968], [2.871, 4.830, -1.836], [-1.690, 5.901, -0.258], [-0.691, 6.272, -1.449], [2.250, -0.930, -3.946], [1.627, -1.649, -2.753], [0.115, -1.416, -2.610], [-0.231, -0.149, -2.076], [-0.238, 0.909, -3.022], [2.346, -1.261, -1.536], [2.374, 0.139, -3.770], [3.242, -1.335, -4.154], [1.643, -1.062, -4.845], [1.778, -2.722, -2.911], [-0.273, -2.149, -1.896], [-0.412, -1.596, -3.557], [-0.572, 0.573, -4.008], [0.751, 1.365, -3.092], [-0.928, 1.675, -2.664], [1.988, -1.809, -0.757], [2.060, -0.309, -1.311], [7.021, 0.491, -0.258], [6.392, -0.229, 0.932], [4.877, -0.004, 1.055], [4.516, 1.268, 1.582], [4.513, 2.320, 0.632], [7.103, 0.164, 2.154], [7.139, 1.561, -0.083], [8.017, 0.091, -0.457], [6.422, 0.355, -1.161], [6.548, -1.302, 0.777], [4.487, -0.737, 1.766], [4.361, -0.188, 0.105], [4.193, 1.978, -0.356], [5.501, 2.782, 0.571], [3.814, 3.082, 0.979], [6.742, -0.385, 2.932], [6.816, 1.115, 2.378], [1.431, -0.672, 5.607], [1.906, 0.351, 4.579], [0.898, 0.595, 3.440], [0.860, -0.429, 2.459], [0.068, -1.552, 2.811], [3.212, -0.063, 4.064], [1.510, -1.697, 5.242], [2.040, -0.610, 6.511], [0.392, -0.490, 5.894], [2.035, 1.301, 5.108], [1.208, 1.498, 2.906], [-0.109, 0.793, 3.831], [-0.809, -1.267, 3.400], [0.671, -2.284, 3.352], [-0.274, -2.025, 1.889], [3.564, 0.668, 3.447], [3.051, -0.849, 3.438], [11.583, 0.796, 4.717], [12.625, 1.050, 3.631], [12.021, 1.230, 2.228], [11.612, 0.026, 1.607], [10.330, -0.442, 2.006], [13.615, -0.031, 3.663], [11.195, -0.222, 4.692], [12.023, 0.945, 5.704], [10.740, 1.486, 4.621], [13.134, 1.985, 3.887], [12.800, 1.642, 1.579], [11.201, 1.959, 2.234], [9.639, 0.376, 2.207], [10.419, -1.088, 2.882], [9.924, -1.044, 1.193], [14.358, 0.186, 3.003], [13.173, -0.857, 3.266], [2.518, -7.715, 4.716], [3.269, -6.486, 4.210], [2.565, -5.158, 4.534], [1.450, -4.865, 3.705], [0.244, -5.501, 4.090], [3.510, -6.638, 2.771], [1.653, -7.959, 4.098], [3.172, -8.588, 4.705], [2.175, -7.570, 5.744], [4.238, -6.471, 4.717], [3.279, -4.348, 4.356], [2.283, -5.099, 5.593], [0.161, -5.596, 5.176], [0.160, -6.481, 3.616], [-0.585, -4.889, 3.731], [4.089, -5.865, 2.453], [2.622, -6.485, 2.297]]}

---

Record 2
{"formula": "C51H103NO4S", "method": "ωB97M-V/def2-TZVPD", "total_charge": 0, "smiles": "CCCCCCCCCCCCCCCCCCCC[C@H]1OS(=O)(=O)O[C@@H]1c1cccnc1.CCCCCC.CCCCCC.CCCCCC.CCCCCC", "orbital_gap_ev": 8.539, "symbols": ["C", "C", "C", "C", "C", "C", "C", "C", "C", "C", "C", "C", "C", "C", "C", "C", "C", "C", "C", "C", "C", "O", "S", "O", "O", "O", "C", "C", "C", "C", "C", "N", "C", "H", "H", "H", "H", "H", "H", "H", "H", "H", "H", "H", "H", "H", "H", "H", "H", "H", "H", "H", "H", "H", "H", "H", "H", "H", "H", "H", "H", "H", "H", "H", "H", "H", "H", "H", "H", "H", "H", "H", "H", "H", "H", "H", "H", "H", "H", "H", "C", "C", "C", "C", "C", "C", "H", "H", "H", "H", "H", "H", "H", "H", "H", "H", "H", "H", "H", "H", "C", "C", "C", "C", "C", "C", "H", "H", "H", "H", "H", "H", "H", "H", "H", "H", "H", "H", "H", "H", "C", "C", "C", "C", "C", "C", "H", "H", "H", "H", "H", "H", "H", "H", "H", "H", "H", "H", "H", "H", "C", "C", "C", "C", "C", "C", "H", "H", "H", "H", "H", "H", "H", "H", "H", "H", "H", "H", "H", "H"], "coordinates": [[8.375, -4.766, -4.067], [9.060, -3.510, -3.231], [7.853, -2.526, -2.718], [8.356, -0.944, -2.676], [8.001, -0.150, -4.071], [7.393, 1.319, -3.650], [6.054, 1.549, -4.615], [5.016, 2.470, -3.711], [3.578, 2.465, -4.528], [2.554, 3.647, -4.037], [1.242, 2.946, -3.277], [-0.024, 3.165, -4.346], [-1.416, 2.442, -3.840], [-1.840, 3.160, -2.429], [-2.126, 2.024, -1.239], [-3.703, 2.202, -0.822], [-4.661, 1.484, -1.990], [-6.035, 1.031, -1.221], [-6.997, -0.001, -2.053], [-6.211, -1.122, -2.952], [-6.380, -0.814, -4.585], [-5.854, 0.501, -5.075], [-5.304, 0.254, -6.698], [-5.786, 1.229, -7.801], [-3.761, 0.568, -6.628], [-5.671, -1.434, -6.884], [-5.518, -1.881, -5.489], [-5.635, -3.477, -5.130], [-7.037, -4.217, -4.616], [-6.931, -5.840, -4.254], [-5.457, -6.531, -4.435], [-4.187, -5.893, -4.921], [-4.305, -4.428, -5.231], [9.251, -5.428, -4.495], [7.782, -5.451, -3.314], [7.672, -4.315, -4.894], [9.704, -3.931, -2.345], [9.759, -2.855, -3.941], [7.520, -2.807, -1.627], [6.919, -2.670, -3.418], [7.805, -0.469, -1.732], [9.518, -0.869, -2.468], [7.209, -0.821, -4.646], [8.913, -0.019, -4.800], [7.002, 1.388, -2.544], [8.184, 2.182, -3.779], [6.352, 2.050, -5.640], [5.487, 0.527, -4.830], [5.454, 3.541, -3.525], [4.896, 1.942, -2.673], [3.833, 2.676, -5.657], [3.037, 1.420, -4.473], [3.036, 4.434, -3.316], [2.176, 4.206, -5.022], [1.439, 1.812, -3.042], [1.085, 3.504, -2.260], [-0.244, 4.333, -4.449], [0.367, 2.735, -5.372], [-1.276, 1.270, -3.772], [-2.275, 2.695, -4.623], [-1.042, 3.889, -1.980], [-2.853, 3.762, -2.602], [-1.429, 2.157, -0.307], [-1.952, 0.937, -1.691], [-4.046, 3.304, -0.632], [-3.870, 1.527, 0.148], [-4.835, 2.237, -2.895], [-4.016, 0.608, -2.420], [-6.673, 2.028, -1.066], [-5.852, 0.599, -0.141], [-7.621, -0.607, -1.236], [-7.809, 0.525, -2.731], [-6.739, -2.170, -2.731], [-5.081, -1.274, -2.690], [-7.537, -0.821, -4.808], [-4.369, -1.664, -5.272], [-8.011, -3.578, -4.506], [-7.906, -6.378, -3.877], [-5.391, -7.689, -4.151], [-3.307, -3.884, -5.597], [-5.451, 3.041, 5.719], [-6.357, 2.844, 4.515], [-5.598, 2.796, 3.187], [-4.836, 4.075, 2.820], [-5.689, 5.344, 2.741], [-6.760, 5.282, 1.664], [-4.922, 3.998, 5.676], [-6.041, 3.030, 6.641], [-4.708, 2.238, 5.785], [-7.117, 3.631, 4.495], [-6.899, 1.898, 4.639], [-6.307, 2.552, 2.387], [-4.882, 1.965, 3.217], [-4.343, 3.917, 1.852], [-4.029, 4.239, 3.544], [-5.027, 6.191, 2.523], [-6.151, 5.557, 3.709], [-6.315, 5.110, 0.678], [-7.311, 6.229, 1.626], [-7.485, 4.486, 1.860], [5.370, -1.559, 0.224], [4.430, -0.407, 0.543], [5.107, 0.963, 0.475], [6.248, 1.182, 1.476], [5.870, 1.002, 2.949], [4.822, 1.996, 3.426], [6.188, -1.626, 0.947], [4.826, -2.508, 0.252], [5.802, -1.445, -0.777], [3.978, -0.564, 1.528], [3.605, -0.423, -0.179], [4.345, 1.738, 0.617], [5.503, 1.114, -0.536], [6.643, 2.196, 1.332], [7.075, 0.502, 1.241], [6.774, 1.134, 3.556], [5.522, -0.018, 3.134], [5.168, 3.026, 3.287], [4.620, 1.846, 4.493], [3.876, 1.873, 2.891], [4.749, 2.121, 11.149], [3.843, 1.924, 9.945], [4.602, 1.876, 8.617], [5.364, 3.155, 8.250], [4.511, 4.424, 8.171], [3.440, 4.362, 7.094], [5.278, 3.078, 11.106], [4.159, 2.110, 12.071], [5.492, 1.318, 11.215], [3.083, 2.711, 9.925], [3.301, 0.978, 10.069], [3.893, 1.632, 7.817], [5.318, 1.045, 8.647], [5.857, 2.997, 7.282], [6.171, 3.319, 8.974], [5.173, 5.271, 7.953], [4.049, 4.637, 9.139], [3.885, 4.190, 6.108], [2.889, 5.309, 7.056], [2.715, 3.566, 7.290], [-3.651, -7.779, 2.706], [-4.557, -7.976, 1.502], [-3.798, -8.024, 0.174], [-3.036, -6.745, -0.192], [-3.889, -5.476, -0.271], [-4.960, -5.538, -1.349], [-3.122, -6.822, 2.664], [-4.241, -7.790, 3.628], [-2.908, -8.582, 2.772], [-5.317, -7.189, 1.482], [-5.099, -8.922, 1.626], [-4.507, -8.268, -0.626], [-3.082, -8.855, 0.204], [-2.543, -6.903, -1.160], [-2.229, -6.581, 0.531], [-3.227, -4.629, -0.490], [-4.351, -5.263, 0.696], [-4.515, -5.710, -2.335], [-5.511, -4.591, -1.386], [-5.685, -6.334, -1.153]]}